C10H16O | the ωB97M-V functional and the def2-TZVPD basis

Values from the calculation:
E_LUMO (alpha / beta)   0.1436 / 0.1402 hartree
Orbital gap (alpha / beta)   3.278 / 7.387 eV
Spin multiplicity   2
Total charge   -1
E_HOMO (alpha / beta)   0.63 / -3.57 eV

Cartesian coordinates (Å):
C: -1.087 2.306 0.176
C: -2.340 1.383 0.315
C: -0.354 1.915 -1.086
H: -1.248 3.384 0.201
H: -0.447 2.031 1.051
H: -2.023 0.386 0.064
H: -1.014 1.948 -1.952
H: -3.117 1.747 -0.353
H: -2.530 1.411 1.393
H: 0.632 2.420 -1.122
H: 0.058 0.871 -1.133
C: 3.010 -1.207 -1.036
C: -0.684 -1.282 1.082
C: -0.710 -1.542 -0.290
C: 0.441 -1.030 1.834
C: 0.528 -1.388 -0.942
C: 1.661 -0.845 1.081
C: 1.720 -1.147 -0.300
O: -1.854 -1.320 1.855
H: -1.610 -1.684 -0.882
H: -2.532 -1.683 1.279
H: 0.477 -0.852 2.896
H: 0.384 -1.491 -2.033
H: 2.536 -0.664 1.717
H: 3.006 -0.835 -2.074
H: 3.284 -2.285 -1.064
H: 3.812 -0.548 -0.677